Density functional theory data (ωB97M-V with the def2-TZVPD basis set) for a 4-piece molecular cluster, C35H64Br2FN4O16P3 overall at a distorted geometry.

Atoms and positions in Å:
1 C 1.57265 4.28647 3.13432
2 C 0.77656 2.87271 3.32587
3 C -0.11720 2.49501 2.02569
4 N -1.30619 1.64417 2.31555
5 C -1.49246 0.47815 1.42389
6 C -2.34278 -0.54083 2.39371
7 C -3.35796 0.18145 3.39374
8 C -4.11518 -1.01248 4.20534
9 F -4.87272 -1.85827 3.30619
10 C -0.26150 -0.49393 1.03097
11 C -0.57087 -2.05130 0.69133
12 C 0.61750 -2.80708 -0.07158
13 C -0.08424 -3.69552 -1.23651
14 O -0.33723 -3.25311 -2.38536
15 N -0.46547 -5.06482 -0.84617
16 C -0.92617 -5.88578 -1.98405
17 C 0.12840 -6.88636 -2.58255
18 C -0.25233 -7.83960 -3.75520
19 C -1.70522 -7.76371 -4.27864
20 C -2.74423 -6.75172 -3.69511
21 C -2.37391 -5.79871 -2.52611
22 N 1.05718 -0.42102 1.69912
23 C 1.13676 -1.00602 2.88115
24 C 1.75756 -2.49867 3.07255
25 C 0.70467 -0.31220 4.28812
26 N 0.07057 0.02738 -0.35581
27 C -1.15069 0.19344 -1.14494
28 O -1.38925 -0.11616 -2.33539
29 C -2.17157 0.83132 -0.02096
30 C -3.53963 0.07297 -0.43322
31 O -4.16468 0.69504 -1.61020
32 O -4.74995 -0.28153 -2.36928
33 C -2.22347 2.35207 -0.50604
34 Br -0.76978 3.03439 -1.71900
35 C -3.18368 3.32681 -0.14884
36 C -3.14410 4.84921 -0.71203
37 Br -4.65843 2.89817 1.08473
38 H 2.70774 4.06963 3.18876
39 H 1.37186 5.00768 4.00925
40 H 1.39485 4.75165 2.10691
41 H 1.61591 2.07699 3.34879
42 H 0.17144 2.89940 4.29549
43 H -0.49145 3.51631 1.61921
44 H 0.60844 2.10043 1.24389
45 H -2.11150 2.29624 2.21374
46 H -2.95141 -1.31109 1.80171
47 H -1.63792 -1.17435 3.05958
48 H -4.19225 0.77944 2.89815
49 H -2.84510 0.79973 4.22612
50 H -3.30130 -1.67500 4.69341
51 H -4.81093 -0.55094 4.98424
52 H -0.74643 -2.63711 1.67528
53 H -1.55703 -2.19068 0.10103
54 H 1.13029 -3.59007 0.61026
55 H 1.45173 -2.14289 -0.46432
56 H 0.41506 -5.49126 -0.48807
57 H 1.19496 -6.95799 -2.18359
58 H 0.51330 -8.58891 -4.17650
59 H -2.00674 -8.48267 -5.11710
60 H -3.79974 -6.75401 -4.11927
61 H -3.07584 -5.05334 -2.03206
62 H 0.88169 -3.24736 3.09284
63 H 2.42341 -2.57558 3.99853
64 H 2.41196 -2.68174 2.15738
65 H 1.51029 0.42143 4.65424
66 H 0.62995 -1.11567 5.12100
67 H -0.34156 0.15954 4.23136
68 H 0.80677 0.73955 -0.41623
69 H -4.31027 0.05514 0.40888
70 H -3.24812 -0.98808 -0.75165
71 H -4.20601 -0.37259 -3.19502
72 H -2.14482 5.34579 -0.49045
73 H -3.37186 4.74988 -1.83888
74 H -4.04724 5.41188 -0.27353
75 C 6.21498 0.58339 -4.63427
76 O 4.95143 0.30756 -4.04039
77 P 4.91444 -0.05736 -2.47893
78 O 5.80279 0.76287 -1.62662
79 O 5.21512 -1.63480 -2.43801
80 C 6.54690 -2.07348 -2.63362
81 O 3.36860 0.03001 -2.10058
82 C 2.42941 -0.82183 -2.74487
83 H 6.17471 1.55648 -5.12650
84 H 7.02494 0.59617 -3.90014
85 H 6.42671 -0.18406 -5.38168
86 H 7.26117 -1.40066 -2.15264
87 H 6.76214 -2.14094 -3.70230
88 H 6.65192 -3.06710 -2.19340
89 H 2.84136 -1.81484 -2.93396
90 H 2.10289 -0.37437 -3.68525
91 H 1.56530 -0.93432 -2.08929
92 C -2.91699 -1.80016 -8.82437
93 O -4.05836 -0.95616 -8.71658
94 P -3.82957 0.57072 -8.28120
95 O -2.66402 1.22928 -8.90968
96 O -3.78710 0.51826 -6.67771
97 C -2.61256 0.03549 -6.04758
98 O -5.23004 1.27111 -8.58674
99 C -6.40431 0.82623 -7.92546
100 H -2.90008 -2.25489 -9.81628
101 H -1.98169 -1.25482 -8.67373
102 H -2.99148 -2.58915 -8.07325
103 H -1.71452 0.36545 -6.57519
104 H -2.63734 -1.05560 -6.00351
105 H -2.58109 0.42500 -5.02767
106 H -6.20552 0.53650 -6.89228
107 H -6.84117 -0.01557 -8.46594
108 H -7.12146 1.64896 -7.91360
109 C 3.34451 2.07242 8.29111
110 O 2.89049 3.41871 8.37459
111 P 3.34661 4.44184 7.22628
112 O 3.31690 3.89074 5.85418
113 O 4.78786 4.95593 7.71150
114 C 5.90073 4.09362 7.55555
115 O 2.41019 5.71339 7.44949
116 C 2.46007 6.42448 8.67712
117 H 2.48468 1.40133 8.32917
118 H 3.89956 1.87781 7.36955
119 H 3.99322 1.86700 9.14504
120 H 5.84242 3.53595 6.61764
121 H 5.95328 3.39976 8.39743
122 H 6.80879 4.69942 7.54580
123 H 3.47354 6.47407 9.07867
124 H 1.79768 5.95594 9.40729
125 H 2.11884 7.44490 8.49418

Kohn-Sham gap: 7.95 eV
Structure (SMILES): CCCN[C@]1(CCCF)[C@](CCC(=O)Nc2ccccc2)(N=C(C)C)NC(=O)[C@]1(COO)/C(Br)=C(/C)Br.COP(=O)(OC)OC.COP(=O)(OC)OC.COP(=O)(OC)OC
Calculated total energy: -9066.596968 Eh